Record 1
The following is a DFT calculation (the ωB97M-V functional and the def2-TZVPD basis) of a molecular structure, C30H57BClN10O2P2 in a non-equilibrium geometry.

Properties
Charge: -1
Maximum force: 13.46 eV/Å
Spin multiplicity: 1
Highest occupied orbital energy: -2.89 eV
Frontier orbital gap: 4.1605 eV

XYZ file:
```
103
Properties=species:S:1:pos:R:3:mulliken_charge:R:1
C -4.768 -4.506 -0.673 -0.84
C -4.991 -4.833 -2.244 -0.25
C -4.420 -3.721 -3.267 -0.59
C -5.015 -2.228 -3.063 -0.48
C -3.906 -1.337 -2.283 -0.52
C -2.864 -0.558 -3.280 -0.29
C -2.222 0.660 -2.371 -0.66
P -0.668 1.408 -3.223 -0.43
Cl 0.978 2.267 -4.336 -0.44
B 0.532 0.115 -2.459 0.72
O 0.555 -1.220 -3.093 -0.77
O 1.445 0.323 -1.341 -0.35
C 2.756 0.802 -1.775 -0.20
P -0.331 2.894 -1.642 0.33
C -1.659 4.268 -1.942 -1.07
C -0.724 2.234 0.097 -0.51
H -4.268 -3.494 -0.449 0.22
H -4.116 -5.315 -0.135 0.24
H -5.836 -4.450 -0.194 0.22
H -4.427 -5.831 -2.485 0.32
H -6.120 -5.042 -2.414 0.10
H -4.750 -4.063 -4.337 0.27
H -3.254 -3.676 -3.320 0.26
H -5.318 -1.708 -4.056 0.31
H -5.951 -2.284 -2.362 0.25
H -3.242 -1.954 -1.557 0.13
H -4.441 -0.487 -1.680 0.27
H -3.350 -0.182 -4.254 0.27
H -2.040 -1.345 -3.547 0.12
H -3.061 1.478 -2.343 0.19
H -2.014 0.186 -1.338 0.08
H -1.526 2.387 -3.887 0.14
H -0.896 0.504 -4.324 0.10
H 1.522 -1.363 -3.304 0.25
H 2.702 1.971 -1.740 0.23
H 3.534 0.485 -0.986 0.17
H 2.953 0.388 -2.830 -0.19
H -2.646 3.868 -1.462 0.21
H -1.342 5.263 -1.439 0.33
H -1.871 4.440 -3.065 0.32
H 0.132 2.620 0.797 -0.19
H -0.720 1.087 0.202 0.25
H -1.698 2.710 0.533 0.31
C 5.418 0.378 -5.149 -0.85
C 4.893 -0.541 -4.079 0.58
N 4.471 -1.274 -3.226 -0.47
H 4.790 0.308 -6.040 0.27
H 5.412 1.409 -4.790 0.27
H 6.441 0.098 -5.411 0.33
C 2.838 3.184 3.191 -0.43
C 2.145 4.114 2.229 0.26
N 1.592 4.855 1.463 -0.46
H 2.501 2.158 3.024 0.36
H 3.918 3.232 3.041 0.23
H 2.608 3.472 4.217 0.02
C 5.420 6.105 4.498 -0.68
C 5.013 4.757 5.067 0.38
N 4.689 3.689 5.517 -0.60
H 4.897 6.899 5.034 0.27
H 6.492 6.243 4.612 0.36
H 5.159 6.152 3.443 0.34
C 6.937 10.012 2.537 -0.89
C 6.551 8.664 3.088 0.48
N 6.241 7.582 3.530 -0.45
H 6.408 10.799 3.078 0.27
H 8.012 10.165 2.647 0.27
H 6.675 10.069 1.478 0.28
C -8.569 -7.106 -4.520 -0.57
C -7.672 -5.981 -4.966 0.37
N -6.957 -5.084 -5.322 -0.43
H -8.544 -7.914 -5.254 0.30
H -8.232 -7.491 -3.555 0.29
H -9.595 -6.746 -4.421 0.02
C 2.129 3.344 7.426 -0.21
C 0.634 3.440 7.259 0.27
N -0.557 3.517 7.125 -0.44
H 2.403 3.580 8.456 0.36
H 2.465 2.333 7.190 0.00
H 2.624 4.049 6.756 0.01
C -11.789 -5.553 -6.890 -0.69
C -11.791 -6.275 -5.568 0.43
N -11.792 -6.850 -4.513 -0.49
H -12.327 -4.607 -6.797 0.27
H -10.763 -5.350 -7.201 0.27
H -12.278 -6.167 -7.649 0.26
C 6.320 -3.390 -1.682 -0.63
C 7.636 -4.116 -1.584 0.28
N 8.686 -4.694 -1.505 -0.41
H 5.931 -3.460 -2.700 0.23
H 5.597 -3.835 -0.994 0.28
H 6.454 -2.338 -1.425 0.24
C 5.374 -0.479 5.643 -0.72
C 4.206 -0.323 6.580 0.39
N 3.274 -0.197 7.328 -0.45
H 5.364 0.321 4.900 0.21
H 6.310 -0.432 6.204 0.27
H 5.314 -1.441 5.131 0.30
C 1.325 -2.429 8.950 -0.54
C 1.333 -3.147 10.274 0.30
N 1.340 -3.720 11.330 -0.41
H 0.787 -1.483 9.043 0.25
H 2.348 -2.225 8.630 0.12
H 0.832 -3.045 8.195 0.27
```


Record 2
The following is a DFT calculation (the ωB97M-V functional and the def2-TZVPD basis) of a molecular structure, C30H57BMnO2P2 in a non-equilibrium geometry.

Properties
Charge: +2
Expectation value of S²: 4.146
Maximum force: 5.19 eV/Å
Spin multiplicity: 4
Highest occupied orbital energy (alpha / beta): -12.53 / -12.34 eV
Frontier orbital gap (alpha / beta): 4.6724 / 4.4900 eV

XYZ file:
```
93
Properties=species:S:1:pos:R:3:lowdin_spin:R:1
Mn -0.836 0.175 -2.498 2.89
C -2.183 1.757 -0.241 0.08
C -2.639 0.890 -1.290 0.07
C -2.459 -0.345 0.629 0.13
C -2.171 0.978 0.935 0.00
C -2.729 -0.446 -0.776 -0.01
C -2.148 3.229 -0.290 0.01
H -1.812 3.581 -1.271 0.00
H -1.488 3.682 0.461 0.00
H -3.147 3.677 -0.142 0.01
C -2.025 1.514 2.324 -0.01
H -1.643 2.554 2.333 0.00
H -1.365 0.889 2.961 0.00
H -3.035 1.520 2.807 0.00
C -2.660 -1.429 1.631 0.03
H -3.694 -1.428 2.057 0.01
H -1.956 -1.363 2.484 0.00
H -2.508 -2.424 1.180 0.00
C -3.508 -1.540 -1.396 0.00
H -4.591 -1.299 -1.417 0.00
H -3.388 -2.518 -0.890 0.00
H -3.187 -1.658 -2.438 0.00
C -3.245 1.359 -2.583 0.03
H -4.285 1.765 -2.447 0.01
H -3.311 0.516 -3.314 0.00
H -2.626 2.167 -3.074 0.00
C 1.148 0.573 -3.123 -0.20
C -0.032 1.494 -3.367 -0.01
C -0.523 1.671 -4.748 0.01
C -1.427 0.533 -5.261 0.00
C -1.524 -0.667 -4.352 -0.02
C -0.404 -1.500 -4.280 -0.02
C 0.845 -1.171 -4.990 -0.01
C 1.745 -0.056 -4.340 -0.02
H 0.313 1.831 -5.435 0.00
H -1.068 0.266 -6.266 0.00
H -1.063 2.626 -4.742 0.00
H 2.003 0.693 -5.129 -0.01
H 1.755 0.623 -2.205 -0.01
H -0.316 2.239 -2.563 0.02
H 2.727 -0.493 -4.076 0.00
H 1.479 -2.069 -5.092 0.00
H -0.515 -2.551 -3.996 0.00
H 0.646 -0.828 -6.024 0.00
H -2.421 0.960 -5.412 0.00
H -2.529 -1.120 -4.241 0.00
P 1.445 2.041 0.301 -0.01
C 1.245 3.038 1.782 0.00
H 2.071 3.741 1.929 0.00
H 1.192 2.362 2.634 0.00
H 0.306 3.590 1.725 0.00
C 3.179 1.458 0.351 0.00
H 3.895 2.242 0.639 0.00
H 3.485 1.026 -0.613 0.00
H 3.235 0.654 1.095 0.00
C 1.475 3.344 -0.999 0.00
H 1.616 2.906 -2.000 0.00
H 2.217 4.141 -0.850 0.00
H 0.479 3.813 -1.014 0.00
P 0.742 -2.083 -0.397 0.02
C -0.491 -3.124 -1.308 0.01
H -0.111 -4.081 -1.714 0.00
H -0.935 -2.567 -2.156 0.00
H -1.329 -3.351 -0.636 0.00
C 2.179 -2.030 -1.512 0.00
H 1.927 -1.747 -2.541 0.00
H 2.793 -2.930 -1.557 0.00
H 2.816 -1.223 -1.131 0.00
C 1.248 -3.285 0.918 0.00
H 1.290 -4.343 0.536 0.00
H 0.481 -3.205 1.723 0.00
H 2.242 -2.976 1.326 0.00
C 1.029 1.111 5.013 0.00
C 1.732 -0.073 4.346 0.00
C 3.164 -0.139 4.797 0.00
O 1.803 0.213 2.882 0.00
B 0.820 -0.526 2.274 0.00
O 0.090 -1.334 3.149 0.00
C 0.884 -1.402 4.398 0.00
C 1.733 -2.647 4.305 0.00
C -0.096 -1.545 5.538 0.00
H -0.019 1.228 4.679 0.00
H 1.579 2.047 4.805 0.00
H 1.029 0.955 6.108 0.00
H 3.651 0.829 4.630 0.00
H 3.208 -0.375 5.864 0.00
H 3.722 -0.889 4.232 0.00
H 2.277 -2.801 5.237 0.00
H 1.074 -3.503 4.150 0.00
H 2.454 -2.605 3.485 0.00
H -0.811 -0.719 5.604 0.00
H -0.666 -2.470 5.397 0.00
H 0.452 -1.623 6.483 0.00
```


Record 3
The following is a DFT calculation (the ωB97M-V functional and the def2-TZVPD basis) of a molecular structure, C30H57BO2P2W in a non-equilibrium geometry.

Properties
Charge: +2
Expectation value of S²: 2.027
Maximum force: 7.25 eV/Å
Spin multiplicity: 3
Highest occupied orbital energy (alpha / beta): -13.82 / -13.82 eV
Frontier orbital gap (alpha / beta): 5.9948 / 5.8572 eV

XYZ file:
```
93
Properties=species:S:1:pos:R:3:lowdin_spin:R:1
W 0.000 0.000 0.000 1.61
C -1.634 1.591 0.095 0.03
C -1.999 0.625 -0.936 0.00
C -1.885 -0.609 1.058 0.01
C -1.635 0.832 1.343 0.00
C -2.150 -0.734 -0.368 0.03
C -1.729 3.123 -0.026 0.01
H -1.398 3.468 -1.005 0.00
H -1.124 3.631 0.719 0.00
H -2.759 3.452 0.108 0.00
C -1.636 1.435 2.760 0.00
H -1.447 2.505 2.758 0.00
H -0.910 0.960 3.416 0.00
H -2.614 1.292 3.218 0.00
C -2.145 -1.684 2.127 0.01
H -3.209 -1.756 2.349 0.00
H -1.628 -1.456 3.058 0.00
H -1.805 -2.664 1.799 0.00
C -3.082 -1.879 -0.847 0.01
H -4.111 -1.615 -0.601 0.00
H -2.880 -2.807 -0.315 0.00
H -3.085 -2.115 -1.905 0.00
C -2.871 1.166 -2.093 0.00
H -3.796 1.558 -1.668 0.00
H -3.203 0.408 -2.799 0.00
H -2.420 2.004 -2.615 0.00
C 1.540 0.395 -3.419 0.00
C 0.522 1.264 -3.572 0.00
C -0.057 1.629 -4.922 0.00
C -0.917 0.480 -5.471 0.00
C -0.960 -0.748 -4.544 0.00
C 0.060 -1.588 -4.467 0.00
C 1.377 -1.378 -5.214 0.00
C 2.245 -0.279 -4.586 0.00
H 0.750 1.859 -5.618 0.00
H -0.512 0.179 -6.436 0.00
H -0.623 2.557 -4.839 0.00
H 2.511 0.467 -5.336 0.00
H 1.952 0.037 -2.505 0.00
H 0.002 1.767 -2.799 0.00
H 3.199 -0.680 -4.245 0.00
H 1.912 -2.320 -5.324 0.00
H -0.069 -2.579 -4.109 0.00
H 1.167 -1.112 -6.249 0.00
H -1.914 0.808 -5.756 0.00
H -1.913 -1.078 -4.226 0.00
P 1.624 1.655 0.557 0.07
C 1.384 2.591 2.194 0.01
H 2.256 3.206 2.416 0.00
H 1.245 1.926 3.043 0.00
H 0.534 3.264 2.133 0.00
C 3.449 1.232 0.847 0.04
H 3.990 2.083 1.260 0.00
H 3.932 0.953 -0.088 0.00
H 3.540 0.400 1.544 0.00
C 1.958 3.279 -0.382 0.01
H 2.457 3.087 -1.331 0.00
H 2.613 3.935 0.192 0.00
H 1.030 3.816 -0.573 0.00
P 0.912 -2.133 -0.259 0.10
C -0.199 -3.654 -0.621 0.02
H 0.398 -4.479 -1.012 0.00
H -0.992 -3.449 -1.332 0.00
H -0.720 -4.008 0.268 0.00
C 2.636 -2.613 -0.917 0.03
H 2.615 -2.816 -1.977 0.00
H 3.037 -3.526 -0.480 0.00
H 3.353 -1.818 -0.716 0.00
C 1.382 -3.172 1.299 0.03
H 1.604 -4.214 1.066 0.00
H 0.572 -3.180 2.029 0.00
H 2.277 -2.776 1.781 0.00
C 2.502 0.615 5.276 0.00
C 2.316 -0.544 4.266 0.00
C 3.663 -1.305 4.211 0.00
O 2.116 0.002 2.993 0.00
B 0.896 -0.551 2.413 -0.03
O 0.386 -1.558 3.344 0.00
C 1.064 -1.444 4.560 0.00
C 1.417 -2.868 5.047 0.00
C 0.068 -0.862 5.596 0.00
H 3.368 1.248 4.987 0.00
H 2.681 0.222 6.299 0.00
H 1.621 1.288 5.298 0.00
H 4.486 -0.608 3.939 0.00
H 3.912 -1.748 5.198 0.00
H 3.655 -2.102 3.443 0.00
H 1.955 -2.832 6.018 0.00
H 0.494 -3.472 5.183 0.00
H 2.036 -3.415 4.306 0.00
H -0.298 0.140 5.316 0.00
H -0.824 -1.520 5.682 0.00
H 0.536 -0.796 6.601 0.00
```


Record 4
The following is a DFT calculation (the ωB97M-V functional and the def2-TZVPD basis) of a molecular structure, C30H57CsGeN5O6P2S4Si3.

Properties
Relative energy (zero: lowest compared OMol25 entry of this formula, charge and spin): 0.355 eV
Charge: -2
Expectation value of S²: 0.768
Maximum force: 0.49 eV/Å
Spin multiplicity: 2
Highest occupied orbital energy (alpha / beta): -1.64 / -1.64 eV
Frontier orbital gap (alpha / beta): 4.8617 / 4.8591 eV

XYZ file:
```
109
Properties=species:S:1:pos:R:3:lowdin_spin:R:1
Cs 0.562 2.016 0.912 0.00
O 3.424 2.082 4.231 0.00
C 3.015 1.392 3.284 0.00
O 1.903 0.866 3.074 0.00
C 4.090 1.131 2.204 0.00
C 5.389 0.752 2.656 0.00
C 6.349 0.436 1.752 0.00
C 6.064 0.558 0.367 0.00
C 6.997 0.261 -0.651 0.00
C 6.663 0.424 -1.968 0.00
C 5.385 0.906 -2.320 0.00
C 4.459 1.198 -1.355 0.00
C 4.773 1.010 0.011 0.00
N 3.796 1.248 0.933 0.00
H 5.559 0.721 3.723 0.00
H 7.335 0.107 2.066 0.00
H 7.983 -0.093 -0.371 0.00
H 7.383 0.195 -2.745 0.00
H 5.136 1.043 -3.366 0.00
H 3.469 1.570 -1.587 0.00
C 3.626 -2.118 -1.184 0.00
N 2.405 -1.564 -0.634 0.00
C 2.263 -1.712 0.814 0.00
P 1.062 -1.412 -1.571 0.00
O -0.089 -0.926 -0.800 0.00
O 1.540 -0.450 -2.778 0.00
P 0.936 1.059 -2.973 0.00
O 1.220 1.977 -1.864 0.01
N -0.654 0.807 -3.259 0.00
C -1.232 -0.413 -3.798 0.00
C -1.626 1.654 -2.565 0.01
N 1.719 1.554 -4.337 0.00
C 2.644 2.674 -4.322 0.00
C 1.657 0.804 -5.568 0.00
N 0.713 -2.778 -2.455 0.00
C -0.088 -3.803 -1.805 0.00
C 1.522 -3.241 -3.563 0.00
H 4.486 -1.694 -0.660 0.00
H 3.726 -1.851 -2.236 0.00
H 3.668 -3.212 -1.087 0.00
H 3.132 -1.263 1.297 0.00
H 2.196 -2.769 1.104 0.00
H 1.380 -1.192 1.179 0.00
H -0.470 -1.059 -4.228 0.00
H -1.955 -0.159 -4.579 0.00
H -1.745 -0.971 -3.010 0.00
H -1.155 2.569 -2.216 0.01
H -2.043 1.121 -1.705 0.00
H -2.430 1.920 -3.255 0.00
H 2.567 3.206 -3.376 0.00
H 2.390 3.372 -5.125 0.00
H 3.677 2.341 -4.473 0.00
H 0.823 0.104 -5.555 0.00
H 2.578 0.235 -5.752 0.00
H 1.504 1.482 -6.414 0.00
H -0.736 -3.346 -1.059 0.00
H 0.528 -4.569 -1.318 0.00
H -0.716 -4.293 -2.555 0.00
H 2.040 -2.406 -4.029 0.00
H 0.875 -3.704 -4.315 0.00
H 2.267 -3.987 -3.259 0.00
O -1.411 7.824 -4.894 0.03
C -1.114 7.143 -3.939 0.01
S -2.284 6.382 -2.865 0.01
C -1.160 5.577 -1.758 0.15
C 0.210 5.796 -2.032 0.14
S 1.529 5.196 -1.202 0.32
S 0.544 6.811 -3.445 0.00
S -1.830 4.642 -0.546 0.30
C -5.763 0.835 1.211 0.00
Si -4.709 0.709 2.791 0.00
C -5.828 -0.205 4.033 0.00
C -4.610 2.487 3.449 0.00
Ge -2.505 -0.097 2.288 0.00
Si -1.957 -0.969 4.470 0.00
C -2.051 0.417 5.767 0.00
C -2.949 -2.410 5.231 0.00
C -0.162 -1.570 4.488 0.00
Si -3.168 -2.173 1.293 0.00
C -3.404 -1.929 -0.580 0.00
C -1.773 -3.461 1.449 0.00
C -4.742 -3.099 1.835 0.00
H -6.723 1.326 1.403 0.00
H -5.968 -0.153 0.790 0.00
H -5.228 1.414 0.453 0.00
H -6.813 0.268 4.107 0.00
H -5.378 -0.197 5.029 0.00
H -5.970 -1.248 3.740 0.00
H -5.599 2.912 3.652 0.00
H -4.108 3.124 2.716 0.00
H -4.024 2.527 4.371 0.00
H -3.076 0.786 5.867 0.00
H -1.424 1.258 5.463 0.00
H -1.714 0.079 6.753 0.00
H -4.011 -2.165 5.315 0.00
H -2.571 -2.634 6.236 0.00
H -2.864 -3.322 4.633 0.00
H 0.513 -0.772 4.169 0.00
H -0.030 -2.405 3.792 0.00
H 0.143 -1.911 5.484 0.00
H -2.484 -1.497 -0.983 0.00
H -4.214 -1.217 -0.764 0.00
H -3.638 -2.856 -1.116 0.00
H -0.825 -2.990 1.169 0.00
H -1.931 -4.338 0.810 0.00
H -1.673 -3.812 2.480 0.00
H -5.641 -2.501 1.671 0.00
H -4.706 -3.362 2.896 0.00
H -4.841 -4.025 1.256 0.00
```


- What is the formula in the second record?
  C30H57BMnO2P2